10
Properties=species:S:1:pos:R:3:mulliken_charge:R:1 method="wB97M-V/def2-TZVPD" smiles="CO/C(Cl)=C(/Cl)Br" multiplicity=1 homo_lumo_gap_ev=9.04 mol_weight_g_mol=205.87 e_above_lowest_kcal_mol=43.5 e_tot_ha=-3685.67319
C 2.314 0.685 0.096 0.495
C 3.681 0.393 -0.184 0.081
C 0.108 -0.071 -0.449 -0.678
O 1.399 -0.291 0.198 -0.328
Cl 1.828 2.378 -0.102 -0.191
Cl 4.713 1.633 -0.037 -0.187
Br 4.274 -1.374 0.034 -0.086
H 0.299 0.717 -1.074 0.379
H -0.599 0.140 0.305 0.254
H -0.032 -0.913 -1.006 0.261